(1)
{"formula": "C21H24BrN3O3", "method": "ωB97M-V with the def2-TZVPD basis set", "species": ["C", "C", "N", "C", "C", "C", "O", "C", "O", "C", "C", "C", "C", "C", "C", "N", "N", "C", "O", "C", "C", "C", "C", "C", "C", "Br", "C", "C", "H", "H", "H", "H", "H", "H", "H", "H", "H", "H", "H", "H", "H", "H", "H", "H", "H", "H", "H", "H", "H", "H", "H", "H"], "positions_angstrom": [[-2.82, 1.72, 4.86], [-1.74, 2.79, 4.73], [-1.49, 3.16, 3.35], [-2.32, 4.22, 2.80], [-1.72, 5.60, 3.09], [-0.57, 2.59, 2.54], [-0.42, 2.93, 1.39], [0.29, 1.48, 3.16], [1.13, 0.89, 2.21], [0.58, 0.17, 1.20], [1.48, -0.32, 0.24], [1.03, -1.09, -0.80], [-0.32, -1.41, -0.94], [-0.77, -2.24, -2.06], [-2.19, -2.73, -2.08], [0.11, -2.48, -2.96], [-0.12, -3.21, -4.06], [0.89, -3.52, -4.92], [0.69, -4.11, -5.96], [2.24, -3.04, -4.47], [2.91, -2.10, -5.25], [4.15, -1.63, -4.87], [4.75, -2.10, -3.71], [4.11, -3.05, -2.94], [2.86, -3.51, -3.32], [2.03, -4.85, -2.25], [-1.21, -0.91, 0.01], [-0.77, -0.13, 1.06], [-3.75, 2.06, 4.41], [-2.52, 0.80, 4.37], [-3.00, 1.50, 5.91], [-2.07, 3.69, 5.26], [-0.82, 2.45, 5.20], [-3.32, 4.14, 3.22], [-2.36, 4.07, 1.72], [-1.63, 5.77, 4.16], [-0.74, 5.68, 2.64], [-2.36, 6.37, 2.67], [0.97, 1.93, 3.90], [-0.33, 0.72, 3.66], [2.52, -0.08, 0.35], [1.73, -1.46, -1.54], [-2.32, -3.55, -2.78], [-2.86, -1.92, -2.36], [-2.47, -3.09, -1.09], [-1.05, -3.55, -4.31], [2.43, -1.75, -6.16], [4.65, -0.90, -5.49], [5.71, -1.73, -3.41], [4.57, -3.43, -2.04], [-2.27, -1.10, -0.07], [-1.50, 0.25, 1.76]], "lowdin_charge": [-0.064, -0.210, -0.078, -0.202, -0.067, -0.441, 0.091, -0.103, -0.020, -0.260, 0.018, -0.008, -0.174, -0.278, -0.016, 0.058, 0.052, -0.471, 0.086, -0.191, -0.013, -0.072, -0.079, -0.130, -0.612, 0.797, -0.023, -0.008, 0.072, 0.063, 0.075, 0.119, 0.113, 0.117, 0.119, 0.066, 0.078, 0.074, 0.142, 0.124, 0.120, 0.100, 0.066, 0.094, 0.083, 0.153, 0.123, 0.104, 0.105, 0.099, 0.105, 0.106], "homo_energy_ev": -7.9, "homo_lumo_gap_ev": 8.472, "charge": 0, "e_tot_ha": -3778.623070, "de_lowest_ev": 0.699}

***

(2)
{"formula": "C21H24Cl4N2O4", "method": "ωB97M-V with the def2-TZVPD basis set", "species": ["C", "N", "O", "O", "H", "H", "H", "C", "N", "O", "O", "H", "H", "H", "Cl", "C", "Cl", "Cl", "Cl", "C", "C", "C", "C", "C", "C", "H", "H", "H", "H", "H", "H", "C", "C", "C", "C", "C", "C", "H", "H", "H", "H", "H", "H", "C", "C", "C", "C", "C", "C", "H", "H", "H", "H", "H", "H"], "positions_angstrom": [[11.48, -0.22, 2.42], [12.18, -1.50, 2.56], [13.30, -1.55, 2.08], [11.51, -2.48, 2.88], [10.53, -0.29, 2.96], [11.22, -0.15, 1.36], [12.20, 0.50, 2.80], [-2.12, 6.32, -6.96], [-3.17, 6.75, -7.89], [-3.87, 5.92, -8.46], [-3.29, 7.93, -8.15], [-2.46, 5.81, -6.06], [-1.75, 7.28, -6.60], [-1.20, 5.90, -7.37], [2.16, 1.28, -2.40], [3.00, 0.33, -1.16], [2.63, 0.76, 0.52], [2.62, -1.42, -1.40], [4.74, 0.56, -1.39], [2.73, -9.25, 4.37], [1.35, -9.44, 4.27], [0.54, -8.40, 3.82], [1.09, -7.12, 3.59], [2.53, -6.98, 3.62], [3.32, -8.00, 4.09], [3.33, -10.09, 4.68], [0.86, -10.38, 4.47], [-0.53, -8.50, 3.78], [0.50, -6.25, 3.31], [2.90, -5.97, 3.47], [4.38, -8.03, 4.27], [-4.96, -2.30, 0.56], [-6.06, -2.56, 1.44], [-6.84, -3.74, 1.25], [-6.57, -4.61, 0.21], [-5.50, -4.32, -0.61], [-4.76, -3.18, -0.47], [-4.36, -1.42, 0.72], [-6.21, -1.95, 2.31], [-7.54, -4.02, 2.02], [-7.08, -5.56, 0.16], [-5.34, -5.09, -1.35], [-3.93, -3.00, -1.14], [-2.30, 7.04, -0.54], [-3.70, 7.20, -0.68], [-4.20, 8.34, -1.30], [-3.33, 9.32, -1.68], [-1.91, 9.20, -1.39], [-1.40, 8.04, -0.89], [-1.89, 6.15, -0.08], [-4.39, 6.46, -0.29], [-5.27, 8.36, -1.44], [-3.66, 10.30, -2.00], [-1.19, 9.96, -1.65], [-0.34, 8.01, -0.66]], "lowdin_charge": [0.033, -0.455, 0.058, 0.059, 0.097, 0.107, 0.102, 0.026, -0.444, 0.060, 0.059, 0.104, 0.091, 0.104, 0.513, -2.013, 0.519, 0.479, 0.502, -0.092, -0.101, -0.106, -0.064, -0.089, -0.107, 0.094, 0.096, 0.093, 0.089, 0.090, 0.097, -0.090, -0.063, -0.093, -0.105, -0.110, -0.123, 0.097, 0.089, 0.093, 0.101, 0.102, 0.103, -0.091, -0.086, -0.118, -0.073, -0.087, -0.122, 0.093, 0.097, 0.101, 0.093, 0.093, 0.102], "homo_energy_ev": -9.2, "homo_lumo_gap_ev": 9.105, "charge": 0, "e_tot_ha": -3065.562136, "de_lowest_ev": 1.439}

***

(3)
{"formula": "C21H24F7N2O19S5", "method": "ωB97M-V with the def2-TZVPD basis set", "species": ["C", "C", "C", "C", "C", "N", "C", "O", "C", "C", "F", "F", "F", "C", "C", "C", "C", "F", "F", "F", "C", "N", "S", "O", "O", "F", "H", "H", "H", "H", "H", "H", "H", "H", "C", "C", "O", "S", "O", "O", "O", "H", "H", "H", "H", "C", "C", "O", "S", "O", "O", "O", "H", "H", "H", "H", "C", "C", "O", "S", "O", "O", "O", "H", "H", "H", "H", "C", "C", "O", "S", "O", "O", "O", "H", "H", "H", "H"], "positions_angstrom": [[6.65, -1.01, 3.22], [6.33, -0.92, 2.05], [5.95, -0.69, 0.54], [4.91, 0.50, 0.45], [5.42, 1.91, 0.66], [6.84, 2.02, 0.91], [7.08, 2.31, 2.12], [7.21, 2.81, 3.16], [4.47, 3.11, 0.63], [4.99, 4.57, 0.86], [4.27, 5.55, 0.22], [5.03, 4.76, 2.25], [6.32, 4.74, 0.44], [3.00, 2.76, 0.39], [1.87, 3.85, 0.38], [0.49, 3.32, 1.03], [-0.59, 2.89, -0.04], [-1.16, 1.67, 0.39], [-1.64, 3.81, 0.03], [-0.09, 2.78, -1.34], [2.60, 1.33, 0.16], [3.53, 0.26, 0.19], [2.89, -1.34, -0.06], [1.45, -1.30, -0.29], [3.52, -2.00, -1.20], [3.15, -2.14, 1.36], [6.82, -0.91, 4.35], [5.60, -1.63, 0.03], [6.91, -0.30, 0.06], [2.22, 4.68, 1.07], [1.70, 4.34, -0.63], [0.74, 2.45, 1.71], [0.05, 4.12, 1.69], [1.50, 1.13, -0.04], [7.21, 1.43, 7.87], [8.34, 1.68, 6.88], [9.19, 0.54, 7.01], [8.29, -0.76, 7.38], [8.03, -1.48, 6.17], [8.84, -1.37, 8.54], [6.94, 0.03, 7.80], [7.52, 1.67, 8.89], [6.32, 2.01, 7.62], [8.89, 2.59, 7.09], [7.96, 1.71, 5.85], [-2.38, -1.90, -1.67], [-2.89, -1.08, -0.49], [-4.23, -0.75, -0.83], [-4.87, -1.95, -1.71], [-5.62, -2.78, -0.85], [-5.40, -1.39, -2.91], [-3.48, -2.70, -2.07], [-2.10, -1.25, -2.50], [-1.53, -2.53, -1.40], [-2.30, -0.18, -0.32], [-2.91, -1.68, 0.42], [-8.66, -2.29, -1.38], [-8.51, -0.90, -1.96], [-9.80, -0.56, -2.47], [-10.93, -1.27, -1.55], [-11.40, -0.31, -0.60], [-11.81, -2.01, -2.39], [-9.95, -2.31, -0.78], [-8.65, -3.05, -2.17], [-7.89, -2.52, -0.65], [-7.76, -0.85, -2.76], [-8.25, -0.17, -1.19], [-6.81, -2.36, -6.37], [-5.70, -2.03, -7.35], [-4.78, -3.12, -7.24], [-5.60, -4.47, -6.89], [-5.81, -5.19, -8.10], [-5.01, -5.07, -5.74], [-6.99, -3.77, -6.46], [-6.52, -2.12, -5.35], [-7.74, -1.84, -6.61], [-5.21, -1.09, -7.12], [-6.07, -2.01, -8.38]], "lowdin_charge": [0.130, -0.102, -0.090, -0.037, -0.049, 0.160, -0.223, 0.247, 0.127, -0.422, 0.142, 0.110, 0.117, -0.024, -0.103, -0.042, -0.443, 0.058, 0.094, 0.098, 0.066, -0.072, 0.799, -0.227, -0.200, -0.120, 0.063, 0.108, 0.140, 0.128, 0.147, 0.132, 0.144, 0.134, -0.166, -0.171, -0.182, 0.641, -0.250, -0.194, -0.189, 0.138, 0.135, 0.141, 0.115, -0.167, -0.170, -0.181, 0.643, -0.209, -0.225, -0.173, 0.136, 0.135, 0.110, 0.139, -0.177, -0.181, -0.190, 0.635, -0.223, -0.219, -0.184, 0.140, 0.108, 0.108, 0.137, -0.168, -0.172, -0.193, 0.632, -0.216, -0.224, -0.185, 0.114, 0.139, 0.134, 0.134], "homo_energy_ev": -12.0, "homo_lumo_gap_ev": 5.325, "charge": 1, "e_tot_ha": -5043.104599}

***

(4)
{"formula": "C21H24IrN", "method": "ωB97M-V with the def2-TZVPD basis set", "species": ["C", "C", "C", "C", "H", "H", "H", "H", "H", "H", "H", "H", "H", "C", "C", "C", "H", "C", "C", "H", "H", "H", "H", "C", "C", "C", "H", "C", "C", "H", "H", "H", "H", "Ir", "N", "C", "C", "C", "C", "C", "C", "C", "H", "H", "H", "H", "H"], "positions_angstrom": [[1.48, 0.58, -4.00], [0.16, 0.89, -4.60], [2.48, 1.66, -3.94], [1.99, -0.79, -4.27], [2.90, 1.85, -4.94], [3.31, 1.41, -3.28], [2.03, 2.60, -3.60], [0.25, 1.00, -5.70], [-0.26, 1.82, -4.22], [-0.54, 0.07, -4.43], [2.35, -0.88, -5.31], [1.19, -1.53, -4.15], [2.83, -1.05, -3.63], [-0.62, 1.93, 0.67], [0.36, 2.70, -0.03], [0.19, 2.47, -1.44], [1.12, 3.34, 0.42], [-0.91, 1.55, -1.61], [-1.39, 1.21, -0.30], [-2.19, 0.50, -0.09], [-0.77, 1.90, 1.74], [0.77, 2.94, -2.23], [-1.30, 1.17, -2.55], [0.97, -1.54, 0.12], [1.66, -0.72, 1.06], [2.67, 0.02, 0.36], [1.45, -0.67, 2.13], [2.61, -0.35, -1.03], [1.54, -1.33, -1.18], [1.22, -1.80, -2.10], [0.13, -2.20, 0.32], [3.35, 0.74, 0.79], [3.26, 0.02, -1.81], [0.74, 0.59, -0.58], [-1.73, -1.32, 1.35], [-1.98, -1.35, 2.49], [-2.36, -1.45, 3.87], [-2.41, -2.71, 4.49], [-2.85, -2.83, 5.81], [-3.21, -1.69, 6.53], [-3.14, -0.42, 5.93], [-2.70, -0.30, 4.60], [-2.12, -3.59, 3.91], [-2.90, -3.82, 6.27], [-3.55, -1.78, 7.56], [-3.43, 0.47, 6.48], [-2.63, 0.68, 4.12]], "lowdin_charge": [-0.414, -0.092, -0.081, -0.096, 0.107, 0.070, 0.060, 0.106, 0.066, 0.086, 0.106, 0.077, 0.070, -0.175, -0.154, -0.198, 0.127, -0.185, -0.166, 0.095, 0.116, 0.094, 0.099, -0.163, -0.172, -0.152, 0.119, -0.205, -0.185, 0.100, 0.092, 0.127, 0.092, 1.460, 0.162, -0.123, -0.223, -0.036, -0.046, -0.063, -0.051, -0.041, 0.121, 0.119, 0.119, 0.118, 0.113], "homo_energy_ev": [-8.1, -12.3], "homo_lumo_gap_ev": [5.338, 6.164], "charge": 1, "s_squared": 8.780, "e_tot_ha": -973.126645, "spin_multiplicity": 6}